ORCA calculation (ωB97M-V with the def2-TZVPD basis set) on a structure of composition C56H45MnOP3Si at a distorted geometry.

Each line ends with the Mulliken spin population.
CARTESIAN COORDINATES (ANGSTROEM)
Mn1 -0.423 -0.279 -0.430  4.17
C1 1.728 3.625 -4.905  0.00
C2 2.345 3.014 -3.821  0.00
C3 1.581 2.555 -2.763  0.01
C4 0.195 2.698 -2.771  -0.03
C5 -0.415 3.331 -3.850  0.00
C6 0.352 3.786 -4.914  0.00
P1 -0.689 2.099 -1.299  0.12
C7 -2.439 2.497 -1.512  0.01
C8 -3.149 3.181 -0.528  0.01
C9 -4.520 3.359 -0.654  0.00
C10 -5.191 2.856 -1.758  0.00
C11 -4.492 2.158 -2.735  0.00
C12 -3.125 1.967 -2.607  -0.01
C13 -0.001 3.157 0.013  0.02
C14 -0.116 4.540 -0.128  -0.02
C15 0.559 5.393 0.728  0.00
C16 1.385 4.855 1.705  0.00
C17 1.503 3.480 1.846  0.00
C18 0.793 2.600 1.025  0.01
Si1 0.945 0.720 1.260  -0.14
C19 1.903 0.258 2.810  0.02
C20 1.664 0.905 4.025  0.00
C21 2.225 0.449 5.207  0.00
C22 3.029 -0.684 5.195  0.00
C23 3.285 -1.334 4.000  0.00
C24 2.745 -0.864 2.802  -0.05
P2 3.103 -1.748 1.211  0.04
C25 4.269 -0.491 0.473  0.00
C26 4.438 0.751 -0.349  0.01
C27 5.489 1.682 0.138  0.00
C28 6.587 1.151 0.673  0.00
C29 6.670 -0.356 0.705  0.00
C30 4.911 -0.618 -0.880  0.00
C31 4.872 -2.264 1.447  0.00
C32 5.313 -3.334 0.787  0.00
C33 6.505 -3.366 -0.070  0.00
C34 6.902 -2.322 -0.802  0.00
C35 6.407 -0.891 -0.729  0.00
C36 5.408 -0.837 1.429  0.00
C37 0.652 -1.295 -1.833  -0.14
C38 1.792 -0.975 -2.565  -0.06
C39 2.189 -1.819 -3.590  -0.03
C40 1.476 -2.980 -3.899  0.04
C41 0.348 -3.324 -3.176  -0.03
C42 -0.048 -2.471 -2.151  -0.14
P3 -1.359 -2.435 -0.916  0.07
C43 -3.019 -2.692 -1.573  -0.06
C44 -3.804 -1.574 -1.841  -0.07
C45 -5.074 -1.728 -2.375  0.01
C46 -5.563 -2.999 -2.637  0.00
C47 -4.789 -4.119 -2.361  0.00
C48 -3.520 -3.969 -1.826  -0.01
C49 -1.071 -3.666 0.369  0.01
C50 0.108 -4.403 0.411  -0.01
C51 0.335 -5.281 1.461  0.00
C52 -0.609 -5.421 2.469  0.00
C53 -1.786 -4.682 2.429  0.00
C54 -2.017 -3.803 1.384  -0.01
H1 2.323 3.984 -5.735  0.00
H2 3.422 2.901 -3.799  0.00
H3 2.068 2.107 -1.904  0.01
H4 -1.486 3.485 -3.865  0.00
H5 -0.132 4.278 -5.748  0.00
H6 -2.636 3.573 0.339  0.00
H7 -5.062 3.894 0.114  0.00
H8 -6.258 3.004 -1.857  0.00
H9 -5.010 1.759 -3.598  0.00
H10 -2.596 1.400 -3.366  0.00
H11 -0.721 4.950 -0.929  0.00
H12 0.462 6.465 0.618  0.00
H13 1.948 5.508 2.361  0.00
H14 2.170 3.098 2.609  0.00
H15 1.008 1.769 4.066  0.00
H16 2.026 0.968 6.135  0.00
H17 3.460 -1.055 6.116  0.00
H18 3.925 -2.209 3.983  0.00
H19 3.567 1.174 -0.833  -0.01
H20 5.344 2.752 0.057  0.00
H21 7.391 1.763 1.062  0.00
H22 7.605 -0.722 1.119  0.00
H23 4.367 -1.038 -1.715  0.00
H24 4.656 -4.198 0.722  0.00
H25 7.005 -4.317 -0.215  0.00
H26 7.749 -2.478 -1.462  0.00
H27 6.968 -0.301 -1.457  0.00
H28 5.299 -0.367 2.408  0.00
H29 2.364 -0.082 -2.355  0.01
H30 3.072 -1.576 -4.171  0.00
H31 1.815 -3.611 -4.710  0.00
H32 -0.211 -4.223 -3.406  0.00
H33 -3.433 -0.579 -1.615  0.09
H34 -5.683 -0.855 -2.573  0.00
H35 -6.557 -3.119 -3.050  0.00
H36 -5.177 -5.109 -2.559  0.00
H37 -2.921 -4.842 -1.597  0.00
H38 0.854 -4.284 -0.364  0.00
H39 1.251 -5.856 1.490  0.00
H40 -0.431 -6.107 3.286  0.00
H41 -2.523 -4.792 3.213  0.00
H42 -2.937 -3.229 1.353  0.00
C55 -1.095 -0.636 3.065  0.00
C56 -0.820 0.183 1.837  0.05
O1 -1.798 0.262 1.033  0.05
H43 -2.106 -1.036 3.027  0.00
H44 -0.979 -0.001 3.948  0.00
H45 -0.363 -1.441 3.166  0.00

Forces on the atoms, in the same order (eV/Å):
Mn -0.308 -0.362 -1.025
C -0.014 0.004 -0.008
C 0.019 -0.010 0.011
C 0.034 0.005 -0.015
C -0.092 0.167 -0.014
C 0.000 -0.038 -0.005
C 0.002 -0.003 0.001
P 0.078 -0.289 -0.002
C -0.050 -0.005 0.123
C -0.038 0.008 -0.057
C 0.002 0.009 0.007
C -0.008 -0.004 -0.008
C 0.034 0.004 0.000
C -0.034 -0.006 -0.007
C -0.023 0.058 -0.198
C 0.035 0.066 0.040
C -0.030 -0.070 -0.025
C 0.012 -0.014 0.011
C 0.056 0.049 0.104
C 0.107 -0.097 -0.109
Si -0.095 0.601 0.982
C 0.336 -0.220 -0.322
C -0.071 0.062 0.058
C 0.021 -0.038 -0.027
C -0.038 0.042 0.024
C -0.018 -0.018 -0.103
C 0.082 -0.054 -0.032
P 0.052 0.095 0.146
C -0.035 -0.041 0.022
C 0.037 0.002 0.009
C -0.016 0.010 -0.003
C 0.008 -0.016 0.015
C 0.001 -0.001 -0.028
C -0.045 0.017 0.003
C 0.016 0.093 0.002
C 0.035 -0.045 -0.057
C -0.056 0.033 0.043
C 0.006 0.012 -0.007
C 0.012 -0.036 0.016
C -0.079 -0.036 0.024
C -0.032 0.014 0.071
C -0.026 -0.068 -0.032
C 0.015 -0.068 -0.073
C 0.060 0.067 0.014
C -0.075 -0.029 0.035
C -0.005 0.327 0.430
P -0.169 -0.022 -0.243
C 0.032 -0.055 0.016
C 0.006 0.054 0.025
C -0.014 -0.015 -0.002
C -0.004 0.023 -0.002
C 0.007 0.004 0.004
C 0.026 -0.021 -0.014
C 0.020 -0.070 -0.110
C 0.063 0.011 0.023
C -0.014 -0.013 0.039
C -0.023 0.028 -0.032
C 0.044 -0.003 -0.003
C -0.075 -0.030 0.046
H -0.006 -0.003 0.002
H -0.010 -0.001 0.007
H -0.019 -0.002 0.012
H 0.004 -0.005 0.007
H 0.005 -0.003 0.003
H 0.012 0.007 0.020
H -0.002 -0.004 -0.008
H 0.002 0.001 0.002
H -0.002 0.003 0.005
H 0.027 0.002 0.009
H -0.003 -0.002 -0.007
H 0.005 -0.001 -0.002
H -0.007 0.006 -0.008
H -0.029 -0.050 -0.032
H 0.011 -0.009 -0.047
H -0.001 -0.004 0.008
H 0.005 0.001 -0.004
H 0.013 0.006 0.026
H 0.003 0.000 0.002
H -0.024 -0.015 -0.014
H 0.000 -0.016 0.000
H 0.002 0.007 0.008
H 0.024 -0.011 -0.002
H 0.009 -0.012 -0.005
H -0.008 -0.008 0.007
H -0.005 0.015 -0.005
H 0.002 0.004 -0.005
H 0.001 0.000 0.005
H 0.001 0.027 -0.001
H -0.009 0.005 0.009
H -0.012 -0.012 0.007
H 0.000 0.000 -0.003
H 0.010 -0.020 0.002
H 0.003 -0.003 0.000
H 0.006 -0.006 0.001
H 0.006 -0.001 0.002
H 0.000 -0.007 0.000
H 0.005 0.014 -0.022
H 0.001 0.001 0.004
H 0.006 0.002 -0.004
H -0.004 0.000 -0.001
H 0.007 -0.001 -0.009
C 0.211 0.188 0.191
C -0.809 -0.420 0.541
O 0.749 0.312 -0.447
H 0.001 -0.012 -0.042
H 0.029 -0.060 0.014
H 0.018 0.018 -0.003

The value obtained for the strongest force on any atom is 1.2 eV Å⁻¹. Its LUMO energy (alpha / beta) is -0.12193 / -0.11010 hartree. For the HOMO energy (alpha / beta), the calculation gives -9.77 / -10.14 eV. Its expectation value of S² is 6.183. The energy above the lowest of the compared OMol25 structures with the same formula, charge and spin is 30.0 kJ/mol. Its charge is +1. The value obtained for the frontier orbital gap (alpha / beta) is 6.46 / 7.14 eV. The multiplicity is 5. The energy comes out at -4700.44264 Eh.


ORCA calculation (ωB97M-V with the def2-TZVPD basis set) on a structure of composition C56H46F4N2P2Pd at a distorted geometry.

Each line ends with the Mulliken charge.
CARTESIAN COORDINATES (ANGSTROEM)
C1 2.111 -6.905 -2.692  -1.13
C2 0.723 -6.514 -2.404  0.58
N1 -0.255 -7.443 -2.216  -0.84
C3 -1.398 -6.756 -1.939  0.60
C4 -2.684 -7.419 -1.645  -1.16
C5 -1.083 -5.372 -1.967  -0.99
N2 0.245 -5.230 -2.262  -0.28
H1 2.705 -6.064 -3.070  0.24
H2 2.588 -7.288 -1.784  0.17
H3 2.099 -7.728 -3.415  0.39
H4 -3.455 -6.668 -1.450  0.29
H5 -3.026 -8.034 -2.490  0.28
H6 -2.621 -8.067 -0.758  0.25
H7 -1.781 -4.559 -1.789  0.60
F1 1.372 3.725 -4.677  -0.40
C6 1.714 3.269 -3.413  0.26
C7 2.475 4.122 -2.607  -0.91
C8 2.986 3.585 -1.424  0.20
F2 3.732 4.405 -0.596  -0.37
C9 2.730 2.285 -1.014  -0.45
C10 1.834 1.480 -1.787  1.12
C11 1.547 0.118 -1.334  0.75
C12 0.916 -0.925 -2.104  -0.77
C13 1.372 -2.235 -2.108  -1.46
C14 2.597 -2.633 -1.449  0.37
C15 2.595 -3.853 -0.743  -0.39
C16 3.635 -4.214 0.093  -0.18
F3 3.538 -5.406 0.790  -0.41
C17 4.733 -3.379 0.317  -0.67
C18 4.765 -2.194 -0.418  0.11
F4 5.806 -1.311 -0.159  -0.44
C19 3.769 -1.821 -1.314  0.07
Pd1 0.062 1.319 -0.203  0.46
P1 -1.906 2.351 -0.458  1.98
C20 -2.099 2.624 -2.224  0.62
C21 -2.315 1.501 -3.043  -0.39
C22 -2.161 1.618 -4.426  -0.82
C23 -1.870 2.872 -4.977  -0.41
C24 -1.786 4.011 -4.171  -0.71
C25 -1.912 3.894 -2.786  -0.64
C26 -3.388 1.434 -0.031  -0.39
C27 -4.575 1.622 -0.769  -0.40
C28 -5.731 0.936 -0.397  -0.69
C29 -5.707 0.106 0.732  -0.66
C30 -4.525 -0.105 1.448  -1.02
C31 -3.351 0.530 1.041  0.04
C32 -1.935 3.949 0.349  0.27
C33 -3.102 4.428 0.968  -0.41
C34 -3.094 5.688 1.567  -0.69
C35 -1.913 6.439 1.597  -0.62
C36 -0.743 5.964 0.997  -0.53
C37 -0.760 4.726 0.348  -0.50
P2 0.564 0.434 1.773  2.16
C38 2.213 0.971 2.277  1.21
C39 2.374 2.199 2.936  -1.06
C40 3.658 2.674 3.187  -0.71
C41 4.765 1.883 2.891  -0.94
C42 4.607 0.655 2.250  -0.44
C43 3.334 0.202 1.907  -0.33
C44 -0.537 0.993 3.087  0.95
C45 -1.168 0.086 3.957  -0.36
C46 -2.158 0.563 4.815  -0.82
C47 -2.484 1.919 4.833  -0.81
C48 -1.827 2.818 4.000  -1.27
C49 -0.868 2.355 3.109  -0.34
C50 0.612 -1.364 1.872  0.67
C51 1.364 -2.033 2.856  -0.27
C52 1.322 -3.421 2.917  -1.15
C53 0.533 -4.139 2.023  -0.60
C54 -0.254 -3.472 1.082  -0.52
C55 -0.218 -2.083 0.997  -0.83
C56 1.354 1.985 -3.030  -0.28
H8 2.666 5.154 -2.888  0.51
H9 3.192 1.862 -0.126  0.44
H10 2.213 -0.201 -0.528  -0.62
H11 -0.025 -0.663 -2.611  0.38
H12 0.769 -3.056 -2.499  0.78
H13 1.741 -4.504 -0.853  0.92
H14 5.497 -3.628 1.039  0.52
H15 3.868 -0.890 -1.882  0.67
H16 -2.608 0.547 -2.596  0.51
H17 -2.264 0.736 -5.070  0.41
H18 -1.699 2.958 -6.050  0.38
H19 -1.596 4.993 -4.612  0.43
H20 -1.885 4.774 -2.142  0.36
H21 -4.580 2.288 -1.637  0.45
H22 -6.638 1.052 -0.994  0.41
H23 -6.623 -0.386 1.048  0.40
H24 -4.510 -0.772 2.316  0.46
H25 -2.403 0.339 1.553  0.07
H26 -4.004 3.816 0.966  0.38
H27 -4.014 6.081 2.010  0.39
H28 -1.903 7.404 2.100  0.36
H29 0.182 6.550 1.029  0.45
H30 0.137 4.366 -0.168  0.22
H31 1.499 2.734 3.306  0.36
H32 3.772 3.655 3.639  0.47
H33 5.764 2.209 3.153  0.39
H34 5.468 0.028 2.028  0.45
H35 3.192 -0.768 1.422  0.03
H36 -0.892 -0.972 3.944  0.35
H37 -2.681 -0.140 5.460  0.45
H38 -3.261 2.279 5.497  0.42
H39 -2.057 3.879 4.014  0.44
H40 -0.389 3.036 2.398  0.50
H41 1.981 -1.466 3.557  0.53
H42 1.910 -3.950 3.663  0.43
H43 0.519 -5.228 2.049  0.43
H44 -0.907 -4.022 0.409  0.50
H45 -0.805 -1.551 0.238  0.15
H46 0.721 1.352 -3.659  0.62

Forces on the atoms, in the same order (eV/Å):
C 0.551 -0.064 -0.082
C -3.226 0.840 0.621
N 0.574 0.190 -0.094
C 1.542 1.700 -0.168
C -0.532 -0.302 0.033
C -0.340 -1.936 0.085
N 0.820 -0.423 -0.176
H -0.123 -0.204 0.004
H 0.151 0.018 -0.036
H 0.181 0.183 0.017
H -0.020 -0.036 0.000
H 0.068 0.059 0.221
H -0.002 0.072 -0.221
H 0.241 0.154 -0.130
F 0.167 -0.503 1.582
C 0.195 0.567 -0.743
C -0.140 -0.431 -0.067
C 0.045 0.300 0.727
F -0.702 -0.897 -1.033
C -0.523 0.096 -0.330
C 0.689 0.420 -0.722
C 0.595 0.720 1.657
C -0.059 -1.343 -0.029
C -0.862 1.960 0.012
C 1.927 -0.319 1.379
C -0.126 0.016 -0.178
C 0.135 -0.134 0.432
F 0.234 1.393 -0.746
C -0.471 -0.098 -0.237
C 0.113 0.249 0.182
F -0.889 -0.837 -0.463
C -0.438 0.021 -0.097
Pd 0.999 -0.812 -1.720
P -0.472 0.096 0.268
C -0.311 0.332 -0.562
C 0.274 0.216 -0.265
C -0.115 0.147 0.234
C 0.144 0.064 -0.029
C -0.030 -0.171 0.005
C 0.005 -0.370 -0.232
C -0.671 -0.161 0.081
C 0.066 -0.180 0.374
C 0.248 0.027 0.088
C 0.051 0.063 -0.065
C -0.013 0.050 -0.152
C -0.187 0.212 -0.120
C -0.544 0.936 0.154
C 0.461 0.210 -0.184
C 0.190 0.015 0.041
C -0.104 -0.103 0.030
C -0.114 -0.252 -0.140
C -0.346 0.147 0.165
P 0.413 -0.861 0.188
C 0.340 0.086 0.119
C 0.232 -0.394 -0.113
C -0.102 -0.114 0.116
C -0.045 -0.008 -0.246
C -0.215 -0.177 -0.006
C -0.125 0.398 0.314
C -0.348 -0.057 0.214
C 0.101 0.424 -0.153
C 0.088 -0.051 -0.059
C 0.040 -0.126 -0.010
C 0.171 -0.012 -0.114
C -0.074 -0.270 0.018
C -0.229 -0.248 0.185
C -0.215 -0.002 -0.273
C 0.096 0.048 0.020
C -0.276 0.057 -0.199
C -0.182 0.030 0.026
C 0.385 0.043 0.247
C -0.299 -0.226 0.557
H 0.057 -0.259 -0.042
H -0.082 0.244 -0.044
H 0.045 -0.085 -0.646
H 0.402 -0.272 0.018
H 0.018 -0.072 -0.200
H -0.233 -0.209 -0.125
H 0.056 0.009 -0.084
H 0.073 -0.405 0.286
H 0.308 0.220 -0.131
H -0.015 0.413 0.270
H -0.119 0.011 0.245
H -0.106 -0.363 0.075
H 0.187 -0.234 -0.217
H -0.043 -0.247 0.377
H 0.248 -0.047 0.321
H 0.171 0.012 -0.072
H -0.032 0.219 -0.370
H -0.458 0.120 -0.143
H 0.196 0.185 0.003
H 0.379 -0.121 -0.077
H -0.024 -0.162 -0.118
H -0.433 -0.203 -0.033
H -0.248 -0.007 0.243
H 0.406 0.007 -0.278
H 0.108 -0.186 0.079
H -0.070 0.101 -0.040
H -0.117 0.187 0.005
H 0.158 0.341 0.092
H -0.190 0.391 -0.026
H 0.095 0.200 -0.061
H 0.025 -0.042 0.013
H -0.095 -0.142 0.052
H -0.279 -0.200 0.294
H -0.188 -0.191 -0.209
H -0.059 0.084 -0.118
H 0.008 0.236 0.015
H 0.271 -0.100 0.026
H 0.206 -0.226 0.319
H 0.314 0.357 0.098

The value obtained for the strongest force on any atom is 3.4 eV Å⁻¹. Its LUMO energy is -0.08530 hartree. For the HOMO energy, the calculation gives -5.26 eV. Its charge is 0. The value obtained for the frontier orbital gap is 2.94 eV. The multiplicity is 1. The energy comes out at -3481.06913 Eh.